67
Properties=species:S:1:pos:R:3 method="wB97M-V/def2-TZVPD" orbital_gap_ha=0.278 homo_energy_ev=-11.4 charge=+1 spin_multiplicity=1
C 3.92 -0.81 2.61
C 3.68 -0.47 1.13
C 4.78 -1.00 0.22
C 2.30 -0.99 0.62
C 1.32 0.14 0.52
N 1.55 1.20 -0.50
C 0.38 1.83 -0.61
N 0.20 3.16 -0.69
N -0.59 0.90 -0.59
C -1.98 1.27 -0.77
C -2.78 1.32 0.53
O -3.73 0.65 0.70
I -2.16 2.68 2.08
C -0.22 -0.12 0.41
C -0.68 -1.54 0.10
C -0.92 -2.38 1.34
O -0.34 -3.41 1.51
O -1.88 -1.96 2.23
H 3.46 -0.05 3.24
H 3.47 -1.76 2.87
H 4.99 -0.82 2.80
H 3.65 0.62 1.05
H 4.51 -0.80 -0.81
H 5.73 -0.52 0.43
H 4.88 -2.07 0.41
H 1.91 -1.73 1.31
H 2.46 -1.49 -0.33
H 1.40 0.69 1.47
H 2.37 1.78 -0.39
H 0.56 3.74 -1.43
H -0.28 3.63 0.07
H -2.06 2.22 -1.29
H -2.46 0.52 -1.39
H -0.55 0.10 1.42
H -1.61 -1.54 -0.49
H 0.05 -2.08 -0.48
H -1.66 -1.10 2.60
C -2.99 -3.21 -3.29
Br -3.59 -1.83 -2.07
Br -1.88 -4.49 -2.38
Br -4.45 -4.04 -4.19
H -2.38 -2.72 -4.04
C 4.24 -3.87 -2.69
Br 4.15 -2.04 -3.30
Br 5.58 -4.11 -1.34
Br 2.51 -4.48 -2.09
H 4.52 -4.48 -3.53
C -4.70 5.72 3.01
Br -6.41 5.09 3.61
Br -4.87 7.03 1.60
Br -3.64 6.39 4.48
H -4.17 4.88 2.60
C -8.52 6.31 6.87
Br -8.50 7.99 5.93
Br -7.01 6.15 8.06
Br -10.19 6.03 7.79
H -8.42 5.53 6.13
C -2.03 -6.43 -6.90
Br -2.08 -4.60 -7.50
Br -0.68 -6.68 -5.54
Br -3.76 -7.03 -6.30
H -1.75 -7.04 -7.74
C 7.53 1.36 -1.87
Br 8.44 -0.01 -0.88
Br 6.62 0.64 -3.41
Br 6.34 2.38 -0.75
H 8.28 2.04 -2.23


69
Properties=species:S:1:pos:R:3 method="wB97M-V/def2-TZVPD" orbital_gap_ha=0.264 homo_energy_ev=-11.0 charge=+1 spin_multiplicity=1
C 2.56 0.01 0.36
O 1.34 0.67 0.69
C 0.56 1.05 -0.42
C -0.03 -0.18 -1.15
C 0.59 -0.41 -2.58
C -0.43 0.12 -3.51
N -1.57 0.29 -2.93
C -1.55 -0.20 -1.50
C -2.57 0.58 -0.68
C -3.91 -0.16 -0.41
C -4.34 -1.18 -1.47
Cl -3.96 -2.84 -0.90
H 2.65 -0.23 -0.71
H 2.64 -0.90 0.95
H 3.42 0.64 0.62
H -0.24 1.68 -0.05
H 1.15 1.65 -1.12
H 0.08 -1.07 -0.53
H 1.44 0.28 -2.69
H 0.94 -1.43 -2.79
H -0.21 0.37 -4.55
H -2.37 0.70 -3.40
H -1.79 -1.26 -1.63
H -2.77 1.57 -1.11
H -2.11 0.77 0.29
H -4.70 0.60 -0.34
H -3.86 -0.65 0.56
H -5.42 -1.15 -1.61
H -3.88 -1.04 -2.45
C 3.92 0.64 2.35
Cl 3.62 -1.09 2.42
Cl 4.85 1.18 3.75
Cl 4.76 1.07 0.85
H 2.96 1.15 2.35
C 2.33 4.03 -4.62
Cl 3.36 3.21 -3.45
Cl 1.86 2.93 -5.92
Cl 0.90 4.71 -3.83
H 2.89 4.84 -5.06
C -2.01 -0.36 3.46
Cl -3.18 -1.68 3.47
Cl -0.53 -0.84 2.62
Cl -2.71 1.07 2.70
H -1.76 -0.12 4.49
C -4.53 -5.64 2.09
Cl -5.18 -4.58 3.34
Cl -2.90 -5.13 1.62
Cl -4.51 -7.32 2.63
H -5.17 -5.57 1.22
C -1.21 5.04 0.40
Cl 0.53 4.96 0.57
Cl -1.73 4.25 -1.10
Cl -1.99 4.32 1.82
H -1.52 6.07 0.35
C 6.20 0.65 -3.54
Cl 5.65 1.14 -1.93
Cl 7.25 -0.76 -3.43
Cl 4.84 0.32 -4.61
H 6.77 1.46 -3.97
C 1.66 4.77 4.73
Cl 1.33 5.98 3.50
Cl 0.19 3.87 5.12
Cl 2.93 3.67 4.18
H 2.00 5.27 5.63
C -0.71 -8.31 2.18
Cl 0.28 -8.47 3.63
Cl 0.29 -7.91 0.78
Cl -1.64 -9.78 1.89
H -1.41 -7.50 2.34


54
Properties=species:S:1:pos:R:3 method="wB97M-V/def2-TZVPD" orbital_gap_ha=0.310 homo_energy_ev=-8.3 charge=0 smiles=C[C@@H](Cl)C[C@](C#N)([C@@H](Cl)C#N)P(N)O.CC#N.CC#N.CC#N.CC#N.CC#N spin_multiplicity=1
C -0.57 -1.24 1.30
C -0.51 -0.26 -0.02
Cl -2.19 -0.41 -0.87
C -0.19 1.32 0.31
C 1.38 1.68 0.58
C 2.04 0.87 1.87
N 2.49 0.17 2.89
C 1.59 3.30 0.95
Cl 0.93 4.42 -0.38
C 0.94 3.65 2.44
N 0.70 4.09 3.65
P 2.52 1.38 -0.97
N 1.54 1.68 -2.47
O 3.06 -0.29 -0.97
H 0.49 -1.45 1.80
H -1.24 -0.79 2.17
H -0.98 -2.31 0.97
H 0.33 -0.63 -0.75
H -0.51 1.93 -0.67
H -0.91 1.75 1.16
H 2.77 3.46 0.98
H 1.98 1.21 -3.29
H 1.53 2.72 -2.58
H 4.01 -0.22 -0.61
C -1.90 3.65 -3.73
C -0.56 4.33 -3.96
N 0.55 4.90 -4.15
H -2.52 4.26 -3.08
H -2.41 3.51 -4.69
H -1.74 2.67 -3.26
C -2.55 2.53 3.79
C -2.73 1.05 3.50
N -2.87 -0.18 3.26
H -1.57 2.87 3.43
H -3.33 3.10 3.28
H -2.62 2.71 4.86
C -3.92 -3.09 -4.12
C -4.38 -1.88 -3.33
N -4.76 -0.87 -2.67
H -4.24 -4.01 -3.61
H -4.35 -3.07 -5.12
H -2.83 -3.09 -4.20
C 6.51 -2.60 0.44
C 6.01 -1.17 0.49
N 5.60 0.02 0.53
H 6.51 -2.96 -0.59
H 7.53 -2.66 0.84
H 5.86 -3.24 1.05
C -1.80 -5.72 2.72
C -1.65 -5.00 1.39
N -1.53 -4.40 0.29
H -1.50 -6.76 2.62
H -1.17 -5.24 3.48
H -2.84 -5.68 3.06


66
Properties=species:S:1:pos:R:3 method="wB97M-V/def2-TZVPD" orbital_gap_ha=0.344 homo_energy_ev=-9.2 charge=0 smiles="CC(=O)OCC[PH](CCCCO)(CCCCC(F)(F)C(F)(F)S(F)(F)(F)(F)F)S(=O)(=O)C(F)(F)C(F)(F)C(F)(F)F" spin_multiplicity=1
C 0.37 -5.47 -1.22
C -0.71 -4.62 -1.81
O -0.87 -4.42 -2.97
O -1.51 -4.08 -0.86
C -1.94 -2.73 -1.12
C -0.76 -1.76 -1.10
P -1.26 -0.01 -0.46
C -0.39 -0.20 1.13
C -0.99 -1.32 2.01
C -1.68 -0.76 3.26
C -0.73 -0.04 4.22
O -1.28 1.14 4.77
C -0.51 0.86 -1.89
C 1.02 0.78 -1.95
C 1.71 1.64 -0.89
C 3.20 1.87 -1.18
C 4.11 0.78 -0.65
F 5.24 0.72 -1.38
F 3.49 -0.43 -0.75
C 4.53 1.05 0.84
F 3.47 1.49 1.52
F 5.44 2.03 0.80
S 5.26 -0.41 1.84
F 5.74 -1.13 0.52
F 3.84 -1.13 1.74
F 4.81 0.29 3.19
F 6.67 0.28 1.97
F 5.79 -1.63 2.68
S -2.06 2.05 0.41
O -2.92 1.77 1.55
O -0.92 2.94 0.60
C -3.19 3.10 -0.71
F -3.89 3.90 0.10
F -2.42 3.87 -1.51
C -4.18 2.31 -1.59
F -5.14 1.82 -0.80
F -3.53 1.26 -2.16
C -4.84 3.12 -2.73
F -5.86 2.41 -3.22
F -5.30 4.28 -2.27
F -3.97 3.35 -3.71
H 0.05 -5.93 -0.29
H 0.67 -6.24 -1.94
H 1.23 -4.84 -1.00
H -2.67 -2.53 -0.34
H -2.43 -2.72 -2.10
H -0.37 -1.68 -2.12
H 0.04 -2.19 -0.49
H -2.60 -0.39 -0.52
H 0.65 -0.41 0.87
H -0.38 0.74 1.69
H -1.71 -1.93 1.47
H -0.18 -2.00 2.31
H -2.48 -0.08 2.94
H -2.16 -1.59 3.78
H -0.52 -0.69 5.07
H 0.22 0.20 3.72
H -1.84 1.56 4.10
H -0.96 0.37 -2.76
H -0.80 1.91 -1.94
H 1.31 1.17 -2.93
H 1.36 -0.26 -1.93
H 1.59 1.22 0.11
H 1.21 2.61 -0.86
H 3.37 1.90 -2.26
H 3.54 2.83 -0.79


50
Properties=species:S:1:pos:R:3 method="wB97M-V/def2-TZVPD" orbital_gap_ha=0.296 homo_energy_ev=-11.8 charge=+1 spin_multiplicity=1
Ti -0.31 1.17 0.14
F 6.15 2.84 0.84
C 4.83 2.92 0.87
C 4.06 1.78 0.72
F 4.62 0.59 0.54
C 2.69 1.92 0.75
F 1.92 0.79 0.59
C 2.03 3.12 0.93
S 0.26 3.19 1.02
C 2.83 4.25 1.08
F 2.28 5.44 1.26
C 4.22 4.15 1.05
F 4.96 5.24 1.20
C -3.12 3.21 -0.49
C -2.62 1.77 -0.69
C -1.61 1.73 -1.86
C -3.79 0.85 -1.08
C -2.03 1.24 0.63
H -3.63 3.56 -1.38
H -2.29 3.89 -0.27
H -3.82 3.26 0.34
H -1.94 2.34 -2.70
H -1.44 0.71 -2.23
H -0.62 2.23 -1.69
H -4.22 1.17 -2.03
H -4.57 0.89 -0.33
H -3.46 -0.18 -1.19
H -2.71 1.16 1.47
C 2.06 -3.02 -1.91
C 1.61 -2.84 -0.47
Sb -0.14 -1.63 -0.30
C -0.38 -1.53 1.85
C 0.19 -2.72 2.62
C -1.75 -2.93 -0.82
C -1.45 -4.41 -0.65
H 2.95 -3.65 -1.96
H 2.31 -2.06 -2.38
H 1.30 -3.49 -2.52
H 2.38 -2.36 0.14
H 1.38 -3.80 0.00
H -1.46 -1.41 2.02
H 0.09 -0.61 2.23
H -0.27 -3.65 2.30
H 0.00 -2.60 3.69
H 1.27 -2.80 2.48
H -2.05 -2.71 -1.85
H -2.58 -2.61 -0.18
H -0.62 -4.73 -1.28
H -2.32 -5.01 -0.92
H -1.20 -4.66 0.38


50
Properties=species:S:1:pos:R:3 method="wB97M-V/def2-TZVPD" orbital_gap_ha=0.133 homo_energy_ev=0.5 charge=-2 spin_multiplicity=1 relative_energy_kj_mol=44.1
Pd -0.38 -0.16 -0.52
C -1.77 4.81 -0.19
C -2.76 3.76 -0.72
S -2.00 2.08 -1.00
C -2.79 1.13 0.34
C -2.66 1.66 1.77
S -1.08 1.51 2.69
C 0.09 2.61 1.83
C -0.05 4.10 2.07
S -1.62 4.92 1.63
H -2.11 5.81 -0.48
H -0.77 4.66 -0.61
H -3.11 4.08 -1.70
H -3.61 3.67 -0.05
H -2.37 0.11 0.20
H -3.86 1.07 0.11
H -3.34 1.08 2.39
H -2.95 2.70 1.84
H 0.07 2.33 0.78
H 1.07 2.30 2.21
H 0.75 4.62 1.54
H 0.03 4.32 3.14
C 0.27 -3.72 -0.53
C -0.35 -3.28 0.80
C -0.20 -4.36 1.87
O 0.30 -2.11 1.27
C -1.87 -2.98 0.50
O -2.72 -3.83 0.83
O -2.10 -1.89 -0.12
H 1.31 -4.01 -0.39
H 0.23 -2.88 -1.22
H -0.29 -4.56 -0.95
H 0.76 -4.87 1.77
H -1.02 -5.06 1.78
H -0.24 -3.88 2.85
H 0.07 -1.39 0.57
F 5.22 -3.32 -1.86
C 4.22 -2.36 -1.85
C 4.25 -1.37 -0.88
C 3.26 -0.41 -0.88
C 2.20 -0.39 -1.83
C 1.21 0.64 -1.85
C 2.24 -1.43 -2.79
C 3.23 -2.40 -2.80
H 5.04 -1.37 -0.14
H 3.27 0.36 -0.11
H 0.70 0.76 -2.81
H 1.55 1.59 -1.44
H 1.45 -1.46 -3.53
H 3.23 -3.19 -3.55